{
  "formula": "C41H57BrHgI2N7O2PS2Sb",
  "method": "ωB97M-V/def2-TZVPD",
  "largest_force_ev_per_a": 1.0,
  "homo_ha": [-0.062, -0.062],
  "charge": -2,
  "gap_ev": [5.0, 5.0],
  "relative_energy_ev": 0.711,
  "multiplicity": 2,
  "total_energy_ha": -6831.1011,
  "s_squared": 0.770,
  "elements": ["Hg", "C", "C", "C", "C", "C", "C", "N", "N", "C", "C", "C", "C", "C", "C", "H", "H", "H", "H", "H", "H", "H", "H", "H", "I", "I", "C", "Sb", "C", "C", "H", "H", "H", "H", "H", "H", "H", "H", "H", "Br", "C", "C", "C", "N", "C", "C", "H", "H", "H", "H", "C", "C", "C", "C", "P", "N", "C", "C", "C", "C", "C", "C", "C", "C", "H", "H", "H", "H", "H", "H", "H", "H", "H", "H", "H", "H", "H", "H", "H", "H", "H", "H", "H", "H", "H", "H", "H", "H", "H", "H", "H", "N", "C", "C", "C", "C", "C", "C", "S", "O", "O", "N", "C", "S", "C", "C", "N", "H", "H", "H", "H", "H", "H", "H", "H"],
  "coordinates": [[-0.071, 0.868, 0.531], [-3.918, -0.887, 4.418], [-2.911, -0.356, 5.215], [-1.919, 0.451, 4.673], [-1.914, 0.727, 3.302], [-2.935, 0.199, 2.511], [-3.927, -0.592, 3.058], [-0.947, 1.515, 2.675], [-0.011, 1.983, 3.474], [0.832, 2.893, 2.879], [2.117, 3.033, 3.447], [3.063, 3.854, 2.877], [2.768, 4.577, 1.718], [1.489, 4.504, 1.192], [0.493, 3.696, 1.755], [-4.692, -1.510, 4.849], [-2.903, -0.560, 6.280], [-1.140, 0.877, 5.290], [-2.948, 0.442, 1.458], [-4.721, -0.965, 2.422], [2.340, 2.442, 4.328], [4.052, 3.922, 3.317], [3.514, 5.216, 1.261], [1.246, 5.110, 0.325], [-4.155, 3.792, 0.989], [-7.403, 3.184, 0.424], [-1.243, 6.554, 1.607], [-1.541, 4.423, 1.417], [-1.221, 4.560, -0.755], [-1.907, 4.407, 3.581], [-2.220, 7.039, 1.661], [-0.695, 6.952, 0.754], [-0.694, 6.757, 2.527], [-1.443, 5.594, -1.027], [-1.920, 3.912, -1.274], [-0.199, 4.319, -1.060], [-2.671, 5.171, 3.734], [-0.987, 4.682, 4.103], [-2.268, 3.448, 3.949], [7.021, 1.287, 0.619], [5.129, 1.177, 0.556], [4.450, 1.647, -0.548], [3.065, 1.541, -0.540], [2.392, 1.008, 0.479], [3.067, 0.569, 1.536], [4.448, 0.625, 1.625], [4.948, 2.084, -1.401], [2.483, 1.882, -1.390], [2.476, 0.147, 2.343], [4.961, 0.263, 2.504], [-2.842, -2.615, 0.102], [-1.577, -3.266, -0.509], [-1.801, -4.772, -0.661], [-1.424, -2.649, -1.911], [-0.088, -2.686, 0.523], [-0.256, -1.228, 0.936], [1.488, -3.046, -0.504], [2.679, -2.909, 0.459], [1.657, -1.923, -1.547], [1.585, -4.403, -1.206], [-0.040, -3.751, 2.101], [0.412, -5.208, 1.969], [-1.465, -3.727, 2.685], [0.830, -3.025, 3.145], [-3.548, -2.363, -0.695], [-2.587, -1.695, 0.629], [-3.351, -3.278, 0.801], [-2.651, -4.932, -1.336], [-2.049, -5.251, 0.285], [-0.942, -5.288, -1.089], [-2.370, -2.762, -2.450], [-0.652, -3.141, -2.501], [-1.198, -1.582, -1.855], [2.567, -2.028, 1.089], [3.602, -2.798, -0.121], [2.793, -3.781, 1.100], [1.313, -0.964, -1.159], [1.118, -2.123, -2.471], [2.718, -1.817, -1.798], [1.445, -5.241, -0.525], [2.584, -4.501, -1.649], [0.862, -4.499, -2.016], [-0.142, -5.753, 1.206], [0.240, -5.716, 2.925], [1.474, -5.295, 1.744], [-2.158, -4.354, 2.125], [-1.860, -2.710, 2.726], [-1.430, -4.112, 3.710], [1.896, -3.197, 3.003], [0.564, -3.390, 4.143], [0.635, -1.951, 3.112], [0.584, -2.104, -7.838], [0.799, -1.074, -6.909], [1.530, -1.319, -5.746], [1.761, -0.301, -4.840], [1.272, 0.977, -5.087], [0.558, 1.232, -6.248], [0.327, 0.211, -7.158], [1.516, 2.240, -3.872], [1.005, 3.456, -4.461], [2.919, 2.183, -3.517], [0.726, 1.759, -2.598], [-0.606, 1.615, -2.552], [-1.760, 1.817, -3.850], [-3.051, 1.352, -2.801], [-2.560, 1.071, -1.581], [-1.200, 1.220, -1.441], [0.613, -3.029, -7.442], [-0.229, -1.972, -8.419], [1.907, -2.317, -5.552], [2.316, -0.488, -3.929], [0.183, 2.232, -6.419], [-0.243, 0.406, -8.060], [-4.078, 1.341, -3.124], [-3.149, 0.758, -0.733]],
  "atomic_forces_ev_per_a": [[-0.435, -0.462, 0.192], [0.059, 0.017, 0.014], [0.003, 0.039, -0.039], [0.009, -0.027, 0.082], [0.162, -0.026, -0.186], [-0.128, -0.045, 0.032], [0.009, 0.042, -0.009], [0.108, 0.179, -0.292], [0.263, 0.153, -0.008], [-0.076, 0.032, -0.030], [-0.039, -0.053, -0.022], [0.040, -0.053, -0.028], [0.033, -0.016, 0.027], [-0.121, -0.181, 0.026], [-0.015, 0.012, 0.129], [-0.013, 0.013, 0.011], [0.009, -0.016, 0.005], [-0.014, -0.029, -0.005], [0.001, 0.035, -0.086], [0.020, -0.006, 0.005], [0.005, 0.007, 0.001], [-0.004, 0.002, 0.016], [0.011, -0.019, -0.019], [-0.007, 0.044, 0.028], [0.028, -0.121, -0.007], [-0.558, -0.114, -0.127], [-0.011, 0.032, -0.047], [0.839, 0.403, 0.268], [0.077, -0.109, -0.169], [-0.066, -0.104, 0.108], [0.005, -0.031, -0.006], [-0.002, -0.031, 0.024], [-0.011, -0.036, -0.010], [-0.044, -0.002, 0.002], [-0.061, -0.104, 0.004], [-0.111, -0.037, 0.074], [-0.030, -0.004, -0.017], [-0.012, -0.010, -0.070], [-0.025, 0.023, -0.083], [0.066, 0.010, 0.005], [-0.005, 0.005, -0.025], [-0.063, -0.033, 0.014], [0.019, 0.097, -0.039], [-0.158, 0.214, -0.046], [0.014, -0.119, 0.145], [-0.069, 0.005, 0.004], [-0.003, -0.017, -0.004], [0.117, -0.072, 0.253], [-0.019, 0.028, -0.014], [-0.002, -0.010, -0.009], [0.027, -0.049, -0.033], [-0.119, 0.094, -0.063], [-0.071, 0.030, -0.078], [0.031, -0.035, 0.041], [-0.111, 0.153, -0.065], [0.336, 0.219, 0.085], [0.081, 0.077, 0.059], [-0.068, -0.023, -0.013], [-0.048, -0.047, 0.036], [0.038, 0.076, -0.062], [-0.085, 0.056, 0.086], [-0.018, 0.034, 0.040], [0.008, 0.001, -0.028], [-0.026, 0.003, -0.025], [-0.012, -0.070, 0.005], [0.038, -0.027, -0.038], [0.007, 0.021, -0.006], [0.010, -0.020, 0.008], [-0.002, -0.002, 0.014], [0.023, -0.011, -0.015], [0.014, -0.007, 0.001], [0.015, -0.003, -0.022], [0.000, -0.020, 0.012], [0.014, 0.030, -0.003], [-0.013, -0.032, 0.013], [-0.005, -0.047, 0.064], [0.011, 0.006, -0.003], [-0.043, 0.000, -0.004], [-0.001, -0.040, -0.016], [0.002, -0.053, 0.066], [-0.011, -0.006, -0.001], [-0.007, 0.004, -0.002], [-0.015, -0.005, 0.000], [0.017, -0.006, -0.008], [0.047, 0.012, -0.025], [0.007, 0.016, 0.014], [0.028, -0.010, -0.005], [0.009, -0.028, -0.015], [0.059, -0.002, -0.049], [0.043, -0.032, -0.031], [-0.034, -0.027, -0.028], [0.087, 0.049, -0.030], [-0.042, -0.032, -0.063], [0.024, -0.015, 0.063], [-0.042, 0.061, -0.037], [-0.009, -0.161, -0.138], [0.057, -0.051, 0.030], [-0.026, 0.024, 0.012], [0.071, -0.060, -0.242], [0.018, 0.038, 0.003], [-0.004, 0.213, -0.108], [-0.252, -0.010, 0.250], [0.184, -0.067, -0.111], [0.098, 0.156, -0.026], [-0.004, -0.060, -0.018], [0.000, 0.036, 0.060], [-0.064, 0.107, 0.255], [-0.040, 0.002, 0.020], [-0.018, -0.014, 0.035], [-0.001, 0.006, 0.014], [-0.012, -0.005, -0.017], [-0.004, -0.020, -0.011], [0.019, 0.009, 0.005], [0.012, 0.003, 0.023], [-0.029, 0.053, 0.047]],
  "lowdin_charge": [1.082, -0.121, -0.113, -0.046, -0.310, -0.080, -0.096, -0.112, -0.003, -0.383, -0.071, -0.119, -0.117, -0.157, -0.311, 0.086, 0.087, 0.089, 0.061, 0.106, 0.101, 0.092, 0.090, 0.085, 0.176, -0.740, -0.286, 1.025, -0.317, -0.328, 0.004, -0.004, 0.004, 0.000, -0.041, -0.004, -0.008, 0.006, -0.015, 0.711, -0.684, -0.086, -0.108, 0.025, -0.156, -0.112, 0.105, 0.057, 0.112, 0.101, -0.101, -0.582, -0.093, -0.097, 0.774, -0.358, -0.580, -0.102, -0.112, -0.091, -0.590, -0.093, -0.097, -0.107, 0.080, 0.031, 0.065, 0.083, 0.054, 0.056, 0.082, 0.052, 0.067, 0.050, 0.081, 0.057, 0.032, 0.051, 0.080, 0.057, 0.083, 0.056, 0.056, 0.081, 0.056, 0.054, 0.070, 0.080, 0.056, 0.076, 0.058, 0.077, -0.329, -0.034, -0.055, -0.305, -0.089, -0.039, 0.533, -0.332, -0.335, -0.145, -0.719, 1.046, -0.395, -0.281, -0.088, 0.078, 0.078, 0.107, 0.102, 0.106, 0.106, 0.067, 0.089]
}


{
  "formula": "C41H57CsN6O2Si",
  "method": "ωB97M-V/def2-TZVPD",
  "largest_force_ev_per_a": 3.3,
  "homo_ha": -0.157,
  "gap_ev": 4.0,
  "relative_energy_ev": 0.000,
  "total_energy_ha": -2385.0192,
  "elements": ["Cs", "C", "C", "N", "C", "C", "C", "C", "C", "C", "C", "N", "C", "C", "N", "N", "H", "H", "H", "H", "H", "H", "H", "H", "H", "H", "H", "H", "H", "H", "H", "H", "H", "H", "C", "Si", "C", "N", "C", "C", "C", "C", "C", "C", "C", "C", "C", "C", "C", "C", "C", "C", "C", "C", "C", "H", "H", "H", "H", "H", "H", "H", "H", "H", "H", "H", "H", "H", "H", "H", "H", "H", "H", "H", "H", "H", "H", "H", "H", "C", "C", "O", "C", "C", "C", "C", "C", "C", "H", "H", "H", "H", "H", "H", "H", "H", "C", "N", "C", "C", "O", "H", "H", "H", "H", "H", "H", "H"],
  "coordinates": [[12.275, 9.885, 11.167], [11.554, 6.266, 12.687], [11.870, 7.089, 13.933], [12.936, 8.128, 13.720], [14.309, 7.614, 13.984], [15.010, 7.325, 12.666], [16.400, 7.195, 12.704], [17.176, 7.202, 11.541], [16.503, 7.180, 10.338], [15.081, 7.113, 10.354], [14.301, 6.975, 9.061], [12.853, 7.186, 9.220], [12.063, 5.989, 9.619], [10.747, 6.325, 10.379], [10.825, 7.023, 11.641], [14.366, 7.203, 11.450], [11.056, 5.334, 12.983], [12.509, 5.837, 12.277], [12.132, 6.310, 14.735], [10.951, 7.550, 14.322], [12.732, 8.815, 14.459], [14.467, 6.701, 14.555], [14.903, 8.466, 14.400], [16.915, 7.030, 13.636], [18.238, 7.372, 11.587], [16.965, 7.084, 9.407], [14.490, 5.890, 8.716], [14.713, 7.571, 8.276], [12.520, 7.549, 8.328], [12.677, 5.444, 10.382], [11.795, 5.329, 8.768], [10.092, 5.434, 10.412], [10.221, 7.099, 9.734], [9.860, 7.260, 11.963], [15.291, 10.915, 9.772], [15.704, 12.554, 10.672], [14.198, 13.788, 10.667], [12.943, 13.279, 11.183], [12.578, 13.735, 12.540], [12.197, 15.234, 12.583], [10.920, 15.375, 11.746], [11.145, 14.801, 10.333], [11.735, 13.370, 10.349], [16.392, 12.231, 12.391], [16.928, 10.934, 12.568], [17.331, 10.509, 13.809], [17.175, 11.404, 14.882], [16.636, 12.666, 14.701], [16.292, 13.135, 13.423], [17.002, 13.474, 9.587], [16.573, 13.922, 8.358], [17.510, 14.489, 7.425], [18.836, 14.547, 7.735], [19.278, 13.851, 8.908], [18.361, 13.327, 9.766], [16.041, 10.114, 9.754], [14.675, 10.822, 8.926], [14.221, 14.241, 9.599], [14.455, 14.703, 11.338], [13.403, 13.554, 13.249], [11.766, 13.133, 12.891], [13.032, 15.869, 12.249], [11.989, 15.484, 13.615], [10.612, 16.397, 11.727], [10.106, 14.907, 12.244], [11.842, 15.431, 9.800], [10.233, 14.815, 9.753], [11.956, 13.075, 9.280], [10.904, 12.825, 10.708], [16.912, 10.258, 11.716], [17.786, 9.577, 13.869], [17.616, 11.190, 15.839], [16.533, 13.237, 15.569], [15.896, 14.147, 13.336], [15.531, 13.964, 8.063], [17.104, 14.753, 6.419], [19.573, 15.086, 7.116], [20.302, 13.743, 9.151], [18.742, 12.866, 10.671], [8.598, 10.452, 14.285], [9.875, 11.101, 14.650], [10.847, 10.984, 13.926], [9.904, 11.893, 15.939], [8.718, 12.315, 16.604], [8.811, 13.060, 17.768], [10.056, 13.436, 18.273], [11.217, 13.039, 17.625], [11.158, 12.310, 16.460], [8.882, 9.665, 13.541], [7.964, 11.133, 13.703], [8.046, 10.055, 15.131], [7.672, 12.111, 16.267], [7.873, 13.383, 18.206], [10.097, 14.059, 19.158], [12.120, 13.404, 18.005], [12.087, 11.913, 16.054], [7.654, 8.391, 8.120], [7.567, 9.718, 8.754], [6.512, 10.576, 8.249], [8.360, 10.027, 9.779], [9.334, 9.382, 10.153], [7.324, 8.455, 7.063], [6.850, 7.728, 8.561], [8.600, 7.895, 8.261], [6.451, 10.645, 7.133], [6.608, 11.630, 8.678], [5.478, 10.208, 8.495], [8.009, 10.924, 10.282]],
  "atomic_forces_ev_per_a": [[0.371, 0.136, -0.115], [0.552, -0.388, -0.580], [0.443, -0.993, 0.355], [-0.683, -1.145, 2.123], [0.059, 1.365, -1.879], [1.137, -0.667, -2.043], [-0.098, -0.092, -0.062], [-1.180, 0.359, -0.309], [-1.729, -0.453, 1.127], [0.898, 0.429, -0.133], [-0.414, -2.669, 0.399], [-0.205, -0.109, -0.488], [0.450, 0.269, 1.579], [-0.973, 1.557, -2.083], [0.489, -0.488, 1.446], [0.180, 0.723, 2.404], [-0.576, 0.107, 0.215], [-0.752, 0.997, 0.205], [0.061, 1.094, -0.807], [0.212, 0.244, -0.293], [0.324, -0.168, -0.549], [-0.670, 0.019, 0.728], [-0.518, -0.815, 0.042], [0.003, 0.526, 0.447], [0.312, -0.476, 0.036], [0.951, 0.259, -1.293], [-0.158, 1.183, 0.283], [0.140, 0.751, -0.301], [-0.141, -0.171, 0.341], [-0.181, 0.120, -1.103], [0.279, 0.197, 0.405], [0.350, -0.057, -0.018], [0.259, -1.050, 0.353], [1.193, -0.297, -0.390], [0.972, 1.220, 2.775], [-0.916, -1.935, -2.559], [1.503, 2.001, 0.126], [-1.830, -0.990, 0.277], [1.695, 0.863, -0.327], [-0.397, -1.048, -0.079], [1.319, 0.146, -0.680], [0.402, 0.146, 0.264], [1.222, 1.947, -1.453], [-0.093, -0.265, -1.380], [-0.830, 0.608, -0.091], [-0.475, 2.058, 0.029], [0.488, -0.216, -0.441], [0.402, -0.803, -1.086], [-0.059, -0.616, 1.385], [-1.464, -0.811, 0.348], [1.284, 1.556, -1.356], [-2.135, -0.709, -0.249], [1.624, -0.569, 0.806], [-0.779, 1.214, -1.619], [0.553, 0.152, 1.050], [0.045, 0.264, 0.166], [-0.910, 0.413, -1.258], [-0.732, -0.776, 1.657], [0.056, -1.165, -1.202], [-0.029, -0.102, -0.417], [-0.709, -0.373, 0.172], [-0.376, -0.170, -0.104], [-0.032, 0.255, 0.369], [-0.131, 0.972, -0.419], [-0.729, -0.975, 0.526], [0.319, 0.453, -0.151], [-0.454, -0.053, -0.178], [-0.111, 0.066, 1.159], [-0.537, -1.603, 0.750], [0.121, 0.111, 0.119], [0.716, -1.583, 0.599], [-0.221, -0.362, 0.408], [-0.149, 1.207, 1.106], [0.064, -0.268, -0.309], [-0.018, -0.262, 0.107], [0.545, 0.258, 0.972], [-0.471, -0.535, 0.150], [1.008, 0.132, -0.009], [-0.096, -0.153, 0.090], [-0.241, -1.047, -1.536], [0.427, 0.579, 0.651], [-0.040, 0.135, 0.458], [0.156, 0.648, 0.150], [0.037, -0.479, -0.551], [0.107, 0.231, -0.148], [-0.670, -0.066, -0.132], [-1.340, 0.407, -0.107], [-0.653, -1.255, -0.192], [-0.421, 0.343, 0.749], [0.005, 0.133, 0.348], [-0.045, -0.036, -0.039], [1.267, -0.102, -0.072], [0.274, 0.048, 0.261], [0.104, -0.069, 0.014], [1.398, 0.151, 0.447], [-0.309, 0.307, -0.384], [-2.050, -0.350, 0.102], [-0.347, -1.066, -1.569], [-1.320, 1.261, 0.309], [0.495, -0.177, 0.278], [-0.629, 0.208, -0.073], [0.747, 0.169, 0.426], [0.853, 0.565, -0.128], [0.308, 0.251, -0.075], [0.787, -0.051, 0.848], [-0.051, -1.452, -0.605], [0.921, 0.130, 0.229], [0.192, 0.588, 0.249]],
  "lowdin_charge": [0.855, -0.241, -0.211, -0.102, -0.150, -0.222, -0.056, -0.054, -0.018, -0.272, -0.166, -0.094, -0.198, -0.250, -0.111, 0.141, 0.109, 0.101, 0.127, 0.105, 0.093, 0.118, 0.131, 0.107, 0.109, 0.094, 0.141, 0.112, 0.108, 0.104, 0.117, 0.112, 0.092, 0.120, -0.294, 0.595, -0.240, -0.236, -0.189, -0.167, -0.192, -0.172, -0.229, -0.252, -0.095, -0.090, -0.095, -0.098, -0.095, -0.255, -0.112, -0.109, -0.112, -0.095, -0.129, -0.093, -0.123, 0.091, 0.090, 0.113, 0.085, 0.106, 0.100, 0.092, 0.091, 0.100, 0.097, 0.138, 0.071, 0.075, 0.068, 0.090, 0.074, 0.101, 0.081, 0.104, 0.097, 0.080, 0.098, -0.015, -0.409, -0.002, -0.125, -0.036, -0.088, -0.068, -0.076, -0.007, 0.095, 0.100, 0.084, 0.124, 0.104, 0.106, 0.091, 0.123, -0.024, -0.187, -0.073, -0.331, -0.094, 0.091, 0.110, 0.065, 0.095, 0.108, 0.095, 0.132]
}